Computed, not measured: a structure of composition C13H18AlCl2N2O2P at a distorted geometry, with ωB97M-V/def2-TZVPD.

```
39
Properties=species:S:1:pos:R:3
H -1.09 0.74 1.19
H -0.96 -3.52 -2.42
Al 0.39 -2.38 -0.25
C -1.78 1.93 -1.50
H 1.96 1.34 -1.16
H -2.68 1.35 -1.76
H -1.83 2.25 -0.45
N 0.91 -1.32 1.50
H 0.72 0.30 -3.84
H 1.78 0.70 5.32
C -0.46 0.79 2.08
P -0.32 0.85 -1.73
O -2.14 -1.22 0.16
H -1.69 2.80 -2.17
H 2.87 -1.50 4.00
O -2.67 -0.81 -2.70
C -0.52 1.84 3.01
C -1.37 -1.41 -0.77
C -1.76 -1.51 -2.26
H 0.82 2.19 -0.06
H 2.60 -2.65 1.81
C 1.03 1.92 -1.11
H -1.02 0.69 -4.06
H 0.17 2.64 4.90
H -1.19 2.68 2.83
Cl 1.02 -4.18 0.61
H 1.08 2.81 -1.74
C -1.11 -2.61 -3.05
C 0.43 -0.26 2.32
C 1.15 0.76 4.43
H 0.18 2.02 -3.79
H -0.14 -2.29 -3.44
Cl 1.85 -1.54 -1.61
C -0.09 0.98 -3.55
C 1.98 -1.83 2.14
H -1.77 -2.87 -3.88
C 0.26 1.82 4.18
N 2.16 -1.24 3.33
C 1.21 -0.23 3.48
```

Results
LUMO (alpha / beta) ... -11.471 / -10.885 eV
HOMO (alpha / beta) ... -15.1 / -15.1 eV
Multiplicity ... 1
F_max ... 5.16 eV/Å
Charge ... +2
Electronic energy ... -2269.7974 Ha
HOMO-LUMO gap (alpha / beta) ... 3.59 / 4.18 eV
Energy above the lowest of the compared OMol25 structures with the same formula, charge and spin ... 286.6 kJ/mol